Formula: H34O17
Source: OMol25
Level of theory: ωB97M-V with the def2-TZVPD basis set

HOMO level ... -10.1746 eV
Relative energy (zero: lowest compared OMol25 entry of this formula, charge and spin) ... 128.46 kcal/mol
DFT total energy ... -1299.3252 a.u.
Frontier orbital gap ... 10.03 eV

Geometry as ORCA input:
```
! wB97M-V def2-TZVPD RIJCOSX def2/J DEFGRID3
* xyz 0 1
O -1.53 0.81 1.10
H -1.45 1.34 0.22
H -1.55 1.32 1.82
O 2.38 -1.17 0.79
H 3.06 -1.78 0.69
H 2.96 -0.53 1.38
O 1.48 -4.30 -3.15
H 1.01 -4.66 -3.82
H 0.85 -3.76 -2.72
O -3.49 -1.21 -3.74
H -4.06 -0.99 -3.06
H -2.68 -1.46 -3.34
O 3.81 -2.40 -1.67
H 3.58 -3.28 -1.84
H 4.59 -2.24 -2.34
O -0.26 2.56 -1.52
H 0.49 1.97 -1.54
H -0.33 2.87 -2.48
O 3.93 1.50 2.75
H 3.44 2.17 3.33
H 4.56 1.93 2.06
O 1.13 0.26 -1.26
H 1.16 0.26 -0.28
H 1.57 -0.62 -1.35
O -3.50 0.68 3.66
H -3.04 0.65 4.53
H -3.96 1.55 3.50
O -3.21 4.17 -1.39
H -2.80 3.40 -1.80
H -4.07 3.99 -1.49
O -3.67 -0.83 1.48
H -3.60 -0.82 2.45
H -3.15 -0.11 1.46
O 0.19 3.08 1.05
H -0.17 2.87 0.22
H 0.91 2.46 1.07
O -4.04 3.24 1.59
H -4.86 3.41 0.96
H -3.74 4.18 1.48
O 2.56 -0.73 3.44
H 1.87 -1.18 3.03
H 2.33 0.00 3.89
O 5.92 -0.12 -1.13
H 5.24 -0.45 -0.73
H 5.71 -0.08 -1.99
O -2.24 -2.94 -1.87
H -1.30 -3.00 -1.66
H -2.47 -2.12 -1.30
O 0.13 -3.35 -0.56
H -0.05 -3.99 0.08
H 0.38 -2.57 0.01
*
```

---

Formula: H34O17
Source: OMol25
Level of theory: ωB97M-V with the def2-TZVPD basis set

HOMO level ... -9.8458 eV
Relative energy (zero: lowest compared OMol25 entry of this formula, charge and spin) ... 47.86 kcal/mol
DFT total energy ... -1299.4537 a.u.
Frontier orbital gap ... 9.43 eV

Geometry as ORCA input:
```
! wB97M-V def2-TZVPD RIJCOSX def2/J DEFGRID3
* xyz 0 1
O 11.80 12.71 -13.63
H 12.48 12.26 -13.21
H 11.55 13.28 -12.93
O 8.80 16.20 -10.83
H 9.44 15.45 -10.85
H 9.04 16.99 -11.33
O 10.50 17.09 -12.85
H 10.88 17.93 -12.50
H 10.39 17.27 -13.77
O 9.50 11.29 -13.84
H 9.43 10.99 -12.92
H 10.32 11.72 -13.86
O 12.28 15.07 -12.38
H 11.53 15.75 -12.33
H 12.99 15.40 -11.80
O 10.04 12.15 -16.50
H 9.86 13.01 -16.90
H 9.66 12.21 -15.67
O 9.90 10.96 -11.20
H 9.10 10.69 -10.76
H 10.01 11.89 -10.99
O 9.82 13.49 -10.73
H 8.95 13.36 -11.08
H 9.82 13.29 -9.79
O 5.33 13.79 -13.51
H 5.84 14.57 -13.66
H 5.49 13.35 -14.33
O 7.06 12.64 -15.18
H 7.45 12.85 -15.98
H 7.21 11.69 -15.16
O 12.17 14.37 -15.73
H 12.08 13.98 -14.85
H 12.43 15.24 -15.36
O 6.92 10.17 -12.98
H 7.52 9.50 -12.71
H 7.43 11.00 -12.84
O 6.51 15.93 -11.98
H 7.31 15.88 -11.37
H 5.80 16.30 -11.45
O 7.44 12.64 -12.10
H 6.62 12.83 -12.58
H 7.27 12.61 -11.19
O 9.36 14.22 -13.64
H 8.98 13.45 -13.33
H 8.74 14.88 -13.28
O 7.69 16.08 -14.64
H 6.97 16.72 -14.79
H 7.62 15.47 -15.38
O 9.63 14.81 -16.25
H 9.23 14.79 -15.41
H 10.55 14.64 -16.01
*
```

---

Number 2 is which compound?
H34O17

---

Among the records above, which one has the lowest frontier orbital gap?
number 2